Arrangement i

{"formula": "C4H5N2O2", "method": "ωB97M-V/def2-TZVPD", "smiles": "C/N=[N+]1\\O[C@@H]1C=C=O", "gap_ev": 8.76, "charge": 1, "e_homo_ev": -14.35, "elements": ["C", "C", "C", "C", "N", "N", "O", "O", "H", "H", "H", "H", "H"], "positions_angstrom": [[2.019, -0.810, -0.427], [0.625, -1.401, -0.197], [2.354, 0.382, 0.083], [-1.995, 1.170, 0.198], [-1.050, 0.477, -0.611], [-0.468, -0.465, -0.151], [2.502, 1.423, 0.476], [-0.096, -1.119, 0.990], [2.756, -1.424, -0.793], [0.303, -2.378, -0.698], [-1.664, 1.307, 1.170], [-2.357, 2.166, -0.232], [-2.928, 0.673, 0.194]], "nbo_charge": [-0.638, 0.257, 0.802, -0.512, 0.071, 0.251, -0.328, -0.250, 0.294, 0.267, 0.237, 0.274, 0.275]}


Arrangement ii

{"formula": "C4H5N2O2", "method": "ωB97M-V/def2-TZVPD", "smiles": "O=[N+]([O-])C1=[NH+]CC=C1", "gap_ev": 10.05, "charge": 1, "e_homo_ev": -16.05, "elements": ["C", "C", "C", "C", "N", "N", "O", "O", "H", "H", "H", "H", "H"], "positions_angstrom": [[-0.533, -1.291, -0.700], [0.141, -0.129, -1.017], [-0.726, -1.272, 0.708], [0.267, 0.736, 0.224], [-0.250, -0.163, 1.242], [-1.310, -2.575, 1.703], [-1.694, -3.474, 1.075], [-1.274, -2.327, 2.848], [-0.862, -2.142, -1.216], [0.535, 0.132, -1.901], [1.339, 0.788, 0.349], [-0.466, 1.522, 0.063], [-0.149, -0.045, 2.245]], "nbo_charge": [-0.316, 0.033, 0.393, -0.304, -0.460, 0.597, -0.243, -0.275, 0.280, 0.241, 0.289, 0.300, 0.465]}


Tell me which of them is the most stable. Sure, it is arrangement ii.


Arrangement i

{"formula": "C9H16N3O2", "method": "ωB97M-V/def2-TZVPD", "smiles": "C[N@H+]1C[C@H]2COC(=O)N3C[C@]1(N)[C@@]23C", "gap_ev": 9.90, "charge": 1, "e_homo_ev": -12.91, "elements": ["C", "C", "C", "C", "C", "C", "C", "C", "C", "N", "N", "N", "O", "O", "H", "H", "H", "H", "H", "H", "H", "H", "H", "H", "H", "H", "H", "H", "H", "H"], "positions_angstrom": [[1.097, 2.295, 0.553], [2.125, -0.017, -0.122], [-1.073, 0.446, 1.194], [-1.181, 2.476, -0.223], [-1.173, 1.011, -0.254], [0.111, 0.517, -0.929], [0.494, -0.807, -0.282], [0.127, 0.482, -2.418], [0.371, -1.026, 2.362], [1.294, 1.203, -0.247], [0.292, -2.134, -0.862], [-0.300, -0.781, 1.032], [1.900, 2.722, 1.387], [0.027, 3.016, 0.421], [2.938, 0.012, 0.649], [2.421, -0.288, -1.171], [-0.577, 1.262, 1.740], [-2.195, 0.326, 1.584], [-1.246, 2.997, -1.242], [-2.033, 2.951, 0.442], [-2.104, 0.468, -0.778], [1.106, 0.042, -2.760], [0.238, 1.572, -2.701], [-0.787, -0.066, -2.883], [-0.171, -1.166, 3.378], [1.115, -1.943, 2.321], [1.087, -0.155, 2.476], [0.733, -2.870, -0.403], [0.108, -2.152, -1.857], [-0.817, -1.708, 0.846]], "nbo_charge": [0.855, -0.198, -0.256, -0.110, -0.281, 0.098, 0.351, -0.656, -0.465, -0.489, -0.887, -0.446, -0.607, -0.472, 0.269, 0.214, 0.258, 0.272, 0.232, 0.238, 0.259, 0.236, 0.260, 0.249, 0.284, 0.239, 0.245, 0.405, 0.421, 0.480]}


Arrangement ii

{"formula": "C9H16N3O2", "method": "ωB97M-V/def2-TZVPD", "gap_ev": 9.02, "charge": 1, "e_homo_ev": -13.34, "elements": ["C", "C", "C", "C", "C", "C", "C", "C", "C", "N", "N", "N", "O", "O", "H", "H", "H", "H", "H", "H", "H", "H", "H", "H", "H", "H", "H", "H", "H", "H"], "positions_angstrom": [[3.715, 0.207, 0.126], [-3.140, -0.970, 0.068], [-2.041, -1.778, -0.555], [-2.744, 0.491, 0.289], [-0.895, -1.841, 0.429], [-1.341, 0.584, 1.041], [-0.801, -0.764, 1.462], [3.872, 0.207, -1.333], [-0.221, 2.308, -0.640], [0.397, 0.147, -0.346], [-0.337, 1.087, 0.077], [0.244, -0.950, 0.341], [4.830, 0.062, 0.853], [2.613, 0.181, 0.662], [-3.960, -0.938, -0.635], [-3.288, -1.333, 1.109], [-2.452, -2.949, -0.699], [-1.895, -1.385, -1.513], [-2.666, 0.982, -0.624], [-3.502, 1.026, 0.835], [-0.492, -2.875, 0.613], [4.651, 0.070, 1.821], [-1.397, 1.232, 1.926], [-0.475, -1.046, 2.383], [4.858, 0.479, -1.617], [3.091, 0.791, -1.894], [3.637, -0.813, -1.736], [-1.094, 2.758, -1.091], [0.338, 2.910, 0.106], [0.496, 2.118, -1.458]], "nbo_charge": [0.805, -0.398, -0.436, -0.392, -0.027, -0.103, -0.102, -0.735, -0.446, 0.215, -0.050, -0.197, -0.663, -0.644, 0.245, 0.212, 0.250, 0.231, 0.203, 0.242, 0.266, 0.511, 0.260, 0.245, 0.248, 0.242, 0.263, 0.252, 0.245, 0.257]}


Tell me which of them is the most stable. Sure, it is arrangement i.


Arrangement i

{"formula": "C6H6N2O", "method": "ωB97M-V/def2-TZVPD", "smiles": "C1=CC=CCC=1.N#[N+][O-]", "gap_ev": [8.28, 8.28], "charge": 0, "e_homo_ev": [-8.18, -8.18], "elements": ["C", "C", "C", "C", "C", "C", "N", "N", "O", "H", "H", "H", "H", "H", "H"], "positions_angstrom": [[1.579, 0.419, 1.077], [0.114, 0.414, 1.405], [2.006, -0.066, -0.025], [-0.484, 0.343, 0.192], [1.179, -0.668, -1.159], [-0.168, 0.135, -1.135], [-3.777, 0.102, 0.218], [-4.002, -0.324, -0.767], [-3.589, 0.508, 1.255], [2.082, 0.818, 1.946], [-0.272, 0.226, 2.423], [3.086, -0.281, -0.187], [1.575, -0.551, -2.134], [1.241, -1.677, -1.021], [-0.567, 0.604, -2.087]], "nbo_charge": [-0.229, -0.334, -0.159, 0.086, -0.453, -0.289, 0.450, -0.115, -0.331, 0.222, 0.241, 0.214, 0.231, 0.230, 0.237]}


Arrangement ii

{"formula": "C6H6N2O", "method": "ωB97M-V/def2-TZVPD", "smiles": "N#Cc1ccncc1.O", "gap_ev": 8.90, "charge": 0, "e_homo_ev": -10.09, "elements": ["N", "C", "C", "C", "C", "N", "C", "C", "H", "H", "H", "H", "O", "H", "H"], "positions_angstrom": [[2.831, -0.292, -0.661], [1.731, 0.131, -0.746], [0.384, 0.640, -0.999], [-0.139, 1.556, -0.060], [-1.205, 1.099, 0.728], [-1.605, -0.179, 0.612], [-1.610, -0.628, -0.656], [-0.562, -0.271, -1.514], [0.526, 2.313, 0.357], [-1.447, 1.599, 1.668], [-2.382, -1.339, -0.954], [-0.237, -0.984, -2.271], [1.183, -1.403, 1.598], [0.280, -1.037, 1.524], [2.251, -1.204, 1.373]], "nbo_charge": [-0.333, 0.298, -0.117, -0.209, 0.033, -0.414, 0.052, -0.231, 0.240, 0.221, 0.221, 0.244, -1.094, 0.523, 0.565]}


Tell me which of them is the most stable. Sure, it is arrangement ii.


Arrangement i

{"formula": "C3H4O4", "method": "ωB97M-V/def2-TZVPD", "smiles": "O=C(O)O.C=C=O", "gap_ev": 10.35, "charge": 0, "e_homo_ev": -9.71, "elements": ["C", "C", "C", "O", "O", "O", "O", "H", "H", "H", "H"], "positions_angstrom": [[-1.560, -0.405, 0.280], [-2.342, 0.613, 0.291], [2.431, 0.028, 0.128], [-0.704, -1.191, 0.140], [1.680, 0.920, 0.283], [2.035, -1.264, 0.034], [3.736, 0.208, 0.019], [-2.344, 1.375, 0.998], [-3.137, 0.837, -0.513], [1.139, -1.488, 0.061], [4.372, -0.467, 0.109]], "nbo_charge": [0.739, -0.760, 0.993, -0.516, -0.606, -0.730, -0.694, 0.269, 0.277, 0.520, 0.508]}


Arrangement ii

{"formula": "C3H4O4", "method": "ωB97M-V/def2-TZVPD", "smiles": "O=C1OCOCO1", "gap_ev": 11.32, "charge": 0, "e_homo_ev": -10.66, "elements": ["C", "C", "C", "H", "H", "H", "H", "O", "O", "O", "O"], "positions_angstrom": [[-1.434, -0.046, -0.099], [0.631, -1.171, 0.130], [0.625, 1.095, -0.225], [1.023, -2.119, -0.003], [0.488, -1.226, 1.360], [0.824, 2.048, 0.398], [0.585, 1.711, -1.237], [-2.563, 0.081, -0.164], [-0.888, -1.148, -0.285], [1.348, -0.096, -0.271], [-0.639, 0.873, 0.396]], "nbo_charge": [0.955, 0.222, 0.193, 0.206, 0.142, 0.199, 0.174, -0.563, -0.495, -0.504, -0.529]}


Tell me which of them is the most stable. Sure, it is arrangement i.


Arrangement i

{"formula": "C4H8NS", "method": "ωB97M-V/def2-TZVPD", "gap_ev": 9.86, "charge": 1, "e_homo_ev": -13.66, "elements": ["C", "C", "C", "C", "N", "S", "H", "H", "H", "H", "H", "H", "H", "H"], "positions_angstrom": [[-1.726, 0.301, 1.688], [-0.410, 0.161, 1.694], [0.948, -0.660, -1.704], [0.727, 0.083, 0.297], [0.168, 0.360, -1.135], [1.116, -1.553, -0.138], [-2.247, 0.438, 2.632], [-2.216, 0.116, 0.791], [0.100, 0.392, 2.567], [0.541, -1.362, -2.573], [1.909, -0.336, -1.955], [1.692, 0.645, 0.624], [0.253, 1.323, -1.556], [-0.855, 0.091, -1.232]], "nbo_charge": [-0.356, -0.158, -0.363, -0.240, -0.544, 0.323, 0.252, 0.185, 0.212, 0.270, 0.236, 0.273, 0.457, 0.455]}


Arrangement ii

{"formula": "C4H8NS", "method": "ωB97M-V/def2-TZVPD", "smiles": "C=C(C=[NH2+])CS", "gap_ev": 7.91, "charge": 1, "e_homo_ev": -13.35, "elements": ["C", "C", "C", "C", "N", "S", "H", "H", "H", "H", "H", "H", "H", "H"], "positions_angstrom": [[-0.248, -0.523, 0.194], [-1.267, -1.352, 0.493], [0.463, -0.529, -1.120], [0.088, 0.545, 1.086], [1.148, 1.280, 1.041], [0.087, 1.157, -1.780], [-1.846, -1.246, 1.395], [-1.534, -2.173, -0.151], [1.545, -0.611, -1.042], [0.096, -1.290, -1.802], [-0.576, 0.696, 1.934], [-1.114, 0.874, -2.269], [1.833, 1.168, 0.295], [1.324, 2.004, 1.727]], "nbo_charge": [-0.168, -0.169, -0.545, 0.294, -0.615, -0.028, 0.221, 0.232, 0.239, 0.268, 0.238, 0.155, 0.431, 0.446]}


Arrangement iii

{"formula": "C4H8NS", "method": "ωB97M-V/def2-TZVPD", "gap_ev": [7.16, 7.16], "charge": 1, "e_homo_ev": [-12.49, -12.49], "elements": ["C", "C", "C", "C", "N", "S", "H", "H", "H", "H", "H", "H", "H", "H"], "positions_angstrom": [[1.888, -0.581, 0.548], [1.595, 0.656, 0.880], [-1.872, -0.034, 0.845], [-0.733, -0.065, -1.631], [1.557, 0.276, -0.568], [-1.354, 0.994, -0.551], [2.362, -1.598, 0.561], [1.325, 1.523, 1.564], [-2.063, 0.463, 1.782], [-1.089, -0.690, 1.184], [-2.739, -0.665, 0.559], [-0.268, 0.357, -2.524], [-0.793, -1.233, -1.400], [2.184, 0.597, -1.248]], "nbo_charge": [-0.002, -0.070, -0.796, -0.393, -0.615, 0.608, 0.277, 0.285, 0.277, 0.249, 0.261, 0.268, 0.278, 0.374]}


Tell me which of them is the most stable. Sure, it is arrangement ii.


Arrangement i

{"formula": "C4H8NS", "method": "ωB97M-V/def2-TZVPD", "gap_ev": [8.17, 8.17], "charge": 1, "e_homo_ev": [-13.89, -13.89], "elements": ["C", "C", "C", "C", "N", "S", "H", "H", "H", "H", "H", "H", "H", "H"], "positions_angstrom": [[0.542, -1.916, 0.401], [0.472, -0.743, 0.152], [1.592, 0.685, -1.446], [0.793, 0.551, -0.177], [-1.967, 0.037, 0.884], [0.410, 1.910, 0.781], [0.274, -2.721, 1.009], [2.201, 1.620, -1.668], [0.882, 0.591, -2.244], [2.265, -0.106, -1.367], [-1.030, 0.769, 0.885], [-1.567, -0.934, 0.597], [-2.761, 0.129, 0.302], [-2.105, 0.130, 1.890]], "nbo_charge": [-0.020, -0.195, -0.658, -0.048, -0.961, 0.138, 0.256, 0.270, 0.260, 0.243, 0.380, 0.451, 0.440, 0.443]}


Arrangement ii

{"formula": "C4H8NS", "method": "ωB97M-V/def2-TZVPD", "gap_ev": 6.72, "charge": 1, "e_homo_ev": -12.31, "elements": ["C", "C", "C", "C", "N", "S", "H", "H", "H", "H", "H", "H", "H", "H"], "positions_angstrom": [[1.286, -2.118, 0.687], [0.229, -2.050, -0.187], [2.003, -0.838, 0.529], [0.354, -0.904, -1.012], [1.425, -0.249, -0.596], [-2.880, 3.072, 0.008], [1.562, -2.884, 1.254], [-0.453, -2.819, -0.373], [1.861, -0.113, 1.306], [3.099, -0.837, 0.334], [-0.328, -0.538, -1.640], [-3.438, 4.145, -0.524], [1.474, 0.761, -0.750], [-3.920, 2.288, -0.347]], "nbo_charge": [0.002, -0.268, -0.319, 0.220, -0.402, -0.310, 0.241, 0.258, 0.293, 0.288, 0.238, 0.159, 0.447, 0.152]}


Tell me which of them is the most stable. Sure, it is arrangement ii.